The following is a quantum chemistry calculation of a single C5H9N3O molecule, from OMol25.

Computed properties:
Energy relative to the best compared isomer or geometry (same formula, charge and spin) (kcal per mole): 129.5
SMILES: Cc1cn(C)/c(=[NH+]/[O-])[nH]1
HOMO level (eV): -7.10
Frontier orbital gap (eV): 7.8618

Geometry as ORCA input:
```
! RIJCOSX wB97M-V def2-TZVPD def2/J DEFGRID3
* xyz 0 1
O 3.83211 -0.70284 -0.22803
N 0.90088 -1.26935 0.07674
N 2.93021 0.10116 0.17508
N 0.41972 1.03832 0.56300
C 1.63996 -0.12032 0.20349
C -0.75038 0.21298 0.55400
C -0.49176 -1.04458 0.13634
C -1.43590 -2.20807 0.07802
C 0.42747 2.24887 -0.21491
H 0.61822 2.14463 -1.23135
H -2.14486 -1.88764 -0.61696
H -1.89595 -2.32616 1.14463
H -1.65304 0.57741 0.77573
H -0.78383 -3.00984 -0.25104
H -0.50475 2.62848 0.00124
H 1.46156 -1.87264 -0.51600
H 3.36070 1.00660 0.54212
H 1.21823 3.01643 0.02991
*
```

The following is a quantum chemistry calculation of a single C6H9N molecule, from OMol25.

Computed properties:
Energy relative to the best compared isomer or geometry (same formula, charge and spin) (kcal per mole): 94.1
SMILES: CC#CC[C@H]1CN1
HOMO level (eV): -8.53
Frontier orbital gap (eV): 9.5821

Geometry as ORCA input:
```
! RIJCOSX wB97M-V def2-TZVPD def2/J DEFGRID3
* xyz 0 1
N 0.70411 -0.96633 -1.49328
C -1.03725 0.42168 0.99625
C 1.03171 -1.16719 -0.06741
C 1.51874 0.03774 -0.78124
C -0.38613 1.19484 0.32634
C 0.72598 1.49883 -0.53579
C -2.11513 -0.05864 1.84285
H -2.73208 0.82686 2.00999
H 0.13152 -0.84913 0.58253
H 2.55524 0.25111 -1.05075
H 1.23964 -1.56324 -2.13304
H -1.76442 -0.43577 2.80661
H -2.72151 -0.82939 1.36013
H 1.60177 -2.02889 0.31148
H 1.37059 2.27239 -0.07424
H 0.38146 1.86332 -1.51480
*
```

The following is a quantum chemistry calculation of a 2-piece molecular cluster, Br2HOP overall, from OMol25.

Computed properties:
Energy relative to the best compared isomer or geometry (same formula, charge and spin) (kcal per mole): 69.4
HOMO level (spin up / spin down) (eV): -10.05 / -10.05
Frontier orbital gap (spin up / spin down) (eV): 8.3360 / 8.3325

Geometry as ORCA input:
```
! RIJCOSX wB97M-V def2-TZVPD def2/J DEFGRID3
* xyz 0 1
Br 1.49202 1.72884 -0.57398
Br 1.11708 -1.62948 -0.51588
P 0.82589 0.02026 0.81035
O -1.54239 0.36803 0.36596
H -1.89260 -0.48766 -0.08646
*
```

The following is a quantum chemistry calculation of a single C5H9NO molecule, from OMol25.

Computed properties:
Energy relative to the best compared isomer or geometry (same formula, charge and spin) (kcal per mole): 81.8
HOMO level (eV): -8.40
Frontier orbital gap (eV): 9.0200

Geometry as ORCA input:
```
! RIJCOSX wB97M-V def2-TZVPD def2/J DEFGRID3
* xyz 0 1
O 1.67275 -0.04534 1.39434
N -2.11184 -0.80322 0.31305
C -0.88726 1.32906 0.18476
C 1.05035 -0.36807 -1.28191
C 0.20543 -0.97772 -0.16299
C 0.86632 -1.08003 1.19149
C -1.04435 -0.16412 0.13317
H -0.13113 -1.98099 -0.43432
H 2.07794 -0.10506 2.27016
H 1.88628 -1.03588 -1.50184
H 0.07203 1.61077 0.62320
H 1.45281 0.60465 -0.99648
H -1.69089 1.77460 0.77129
H -0.93547 1.73061 -0.82952
H -2.93273 -0.23419 0.51168
H 0.44974 -0.25505 -2.18609
*
```

Number 1: largest force on an atom 5.6 eV/Å, electronic energy -11843.792 eV. Number 2: largest force on an atom 2.5 eV/Å, electronic energy -7854.077 eV. Number 3: largest force on an atom 4.0 eV/Å, electronic energy -151436.161 eV. Number 4: largest force on an atom 0.8 eV/Å, electronic energy -8865.665 eV.